# 1
# C44H103N5O28S7

12 unconnected molecules or ions with the total composition C44H103N5O28S7 (ωB97M-V/def2-TZVPD, OMol25).

Structure (XYZ):
```
187
Properties=species:S:1:pos:R:3:forces:R:3:mulliken_charge:R:1
C -7.64833 1.82612 -1.59673 -0.7 -0.4 -1.0 -1.206
C -8.65142 1.96107 -0.43676 2.1 0.5 -0.6 -0.622
N -10.03342 2.27698 -0.92217 3.2 2.2 1.1 0.137
C -10.43280 3.59178 -0.41631 -1.1 -0.6 -0.2 -0.509
C -9.99581 4.72360 -1.27767 -0.4 2.0 0.5 -1.226
C -10.82893 1.18862 -0.60967 -1.4 -1.9 1.5 -0.596
C -10.94803 0.91916 0.91056 -0.7 -0.3 0.8 -1.070
H -7.61233 2.79292 -2.09883 0.2 0.0 0.0 0.220
H -8.00025 1.13513 -2.36274 -0.2 -0.2 0.0 0.287
H -6.62648 1.50284 -1.39821 -0.1 0.1 0.7 0.391
H -8.51782 1.19656 0.32860 -0.8 -0.9 -0.6 0.440
H -8.11360 2.70255 0.15404 -1.0 1.3 0.1 0.305
H -11.52252 3.61232 -0.40278 -0.3 -0.1 -0.2 0.438
H -10.20916 3.85578 0.61732 0.6 -0.7 0.4 0.327
H -8.93255 4.86491 -1.47161 -0.1 -0.7 -0.6 0.290
H -10.70250 4.93545 -2.08005 0.7 -0.6 -0.7 0.294
H -10.19398 5.60517 -0.66802 0.0 0.4 0.3 0.411
H -10.40154 0.36785 -1.18568 -0.2 -0.5 0.3 0.322
H -11.86960 1.29960 -0.91428 0.0 0.2 -0.6 0.365
H -10.06416 0.98552 1.54497 0.3 0.0 -0.5 0.321
H -11.41361 -0.02481 1.19387 0.1 -0.3 -0.5 0.391
H -11.64058 1.62903 1.36284 0.0 0.4 -0.2 0.293
C -4.42058 -0.29636 5.31711 1.1 -0.6 0.5 -0.918
C -5.13004 -1.62836 5.21159 -1.4 0.4 -1.1 -0.828
N -4.54236 -2.73999 4.48757 2.0 -0.3 -1.1 0.106
C -4.47284 -2.67781 3.01670 -0.6 -0.2 -0.1 -0.362
C -3.98156 -3.98406 2.40034 -0.3 -0.2 0.6 -1.296
C -3.22265 -3.17356 5.05479 -1.8 0.9 1.0 -0.333
C -3.24450 -4.54903 5.61991 0.8 -2.3 -0.7 -1.258
H -3.51180 -0.48860 5.88743 0.2 0.8 0.1 0.304
H -5.07051 0.42179 5.81707 0.2 0.0 0.1 0.371
H -4.15086 0.09145 4.33479 0.0 0.0 0.0 0.245
H -5.49343 -2.02995 6.15751 0.3 0.3 0.3 0.342
H -6.02290 -1.27684 4.69454 -0.6 -0.9 -0.3 0.394
H -5.49115 -2.45523 2.69796 -0.2 -0.2 -0.2 0.464
H -3.86776 -1.96714 2.45375 0.5 1.1 0.9 0.264
H -2.91403 -4.17257 2.51411 0.1 0.3 0.2 0.288
H -4.47518 -4.78353 2.95287 -0.3 -0.4 -0.7 0.306
H -4.14174 -3.93897 1.32311 -0.4 -0.4 0.1 0.417
H -3.10898 -2.50288 5.90648 0.9 0.2 -0.1 0.294
H -2.40306 -3.12355 4.33793 0.0 0.5 0.1 0.253
H -3.38397 -5.28724 4.83017 -0.7 0.0 -0.3 0.282
H -3.91434 -4.84873 6.42588 -0.1 0.7 0.0 0.293
H -2.23245 -4.86980 5.86684 0.3 0.4 0.8 0.374
C 4.62640 1.24201 8.89100 -2.1 0.0 0.5 -1.024
C 5.80783 0.35989 8.96849 -0.6 -0.5 1.3 -0.896
N 6.92353 0.83792 8.26838 2.3 0.3 -2.1 0.118
C 7.53881 2.06701 8.71437 1.2 -0.1 2.4 -0.315
C 8.32534 1.91032 10.05103 -0.8 -0.2 1.0 -1.371
C 6.65268 1.00814 6.83040 0.0 -1.8 -0.6 -0.556
C 6.16102 -0.33043 6.18707 0.2 2.1 -0.3 -1.305
H 4.75919 2.21081 9.37255 0.0 0.0 0.0 0.297
H 3.91271 0.65657 9.47066 -0.7 0.5 0.2 0.417
H 4.15414 1.39849 7.92116 0.3 -0.1 -0.2 0.281
H 5.94185 0.19828 10.03808 1.0 0.5 0.2 0.328
H 5.52497 -0.67032 8.75224 0.2 0.0 -1.0 0.422
H 8.33867 2.38487 8.04556 -0.5 -0.1 -0.6 0.377
H 6.82084 2.87565 8.85115 -0.1 0.3 -0.2 0.283
H 7.74823 1.55377 10.90421 -0.7 -0.9 -0.4 0.323
H 9.18299 1.24037 9.99020 0.0 0.2 -0.3 0.309
H 8.58704 2.82465 10.58357 0.6 0.6 -1.0 0.408
H 7.56850 1.23535 6.28472 0.3 0.3 0.4 0.461
H 5.95942 1.82119 6.61492 -0.3 0.2 0.1 0.385
H 5.15943 -0.51520 6.57538 0.4 -1.0 0.1 0.348
H 6.99392 -1.03098 6.24706 -0.7 -0.6 0.6 0.284
H 6.03491 -0.14718 5.12001 -0.1 0.1 -0.1 0.425
C -2.94219 8.77245 3.92848 -0.6 -0.5 0.2 -1.029
C -2.77068 8.35637 2.43819 0.4 0.3 1.4 -0.833
N -3.40600 7.09561 2.08697 -0.7 -2.0 0.9 0.121
C -4.85609 7.07751 2.36469 -0.3 1.0 -0.1 -0.549
C -5.66376 8.27285 1.85060 -0.3 -0.6 -0.7 -1.226
C -2.88229 5.83060 2.71280 0.8 0.3 -0.4 -0.368
C -1.41494 5.70457 2.47360 1.7 -0.2 -1.6 -1.320
H -2.51957 9.72835 4.23789 -0.2 0.3 -0.5 0.419
H -2.43861 8.07126 4.59395 0.3 -0.4 -0.3 0.304
H -3.97605 8.67113 4.25858 -0.1 0.6 0.0 0.242
H -3.13553 9.06139 1.69124 0.0 0.4 0.4 0.396
H -1.68156 8.36606 2.39557 0.0 -0.6 -1.0 0.349
H -5.11072 7.14775 3.42220 0.6 -0.4 0.6 0.340
H -5.28262 6.12338 2.05515 0.2 0.0 -0.4 0.484
H -5.22782 9.20423 2.21197 -0.4 0.0 0.0 0.275
H -6.68885 8.12434 2.19006 0.0 0.3 0.6 0.393
H -5.83822 8.31843 0.77562 0.7 0.1 -0.3 0.303
H -3.08810 5.62393 3.76305 -0.4 0.7 0.4 0.319
H -3.27626 4.95075 2.20414 -0.7 0.3 -0.3 0.398
H -0.91238 4.75988 2.68115 -0.5 -0.2 1.0 0.413
H -1.28372 5.66045 1.39243 0.0 0.5 -0.4 0.297
H -0.74859 6.50531 2.79436 -0.3 0.0 0.4 0.274
C -3.46491 1.84669 -9.07285 -1.3 0.2 -0.3 -1.268
C -3.55622 2.98348 -10.17257 0.0 -1.8 0.7 -0.685
N -4.43961 2.51390 -11.31935 1.0 1.9 0.6 0.113
C -3.64319 1.77905 -12.29163 0.8 0.9 -0.4 -0.461
C -4.47215 0.89139 -13.12217 -1.4 -0.8 -0.4 -1.387
C -5.10488 3.71826 -11.94471 -0.8 -0.5 1.1 -0.539
C -6.30076 4.12283 -11.04418 1.6 0.8 0.6 -1.128
H -4.42511 1.41478 -8.79076 -0.7 0.6 -0.4 0.349
H -3.12825 2.18297 -8.09220 0.8 0.1 -0.3 0.373
H -3.01699 0.91757 -9.42530 0.9 0.4 -0.1 0.288
H -3.78729 3.94543 -9.71500 -1.1 -0.2 -0.1 0.497
H -2.52576 3.20275 -10.45214 0.3 -0.3 -0.8 0.359
H -3.11580 2.41631 -13.00146 0.2 0.8 0.0 0.310
H -2.79386 1.22077 -11.89784 -0.4 -0.1 0.9 0.489
H -5.02321 1.38735 -13.92119 0.5 0.2 -0.4 0.313
H -3.83584 0.09668 -13.51159 -0.5 -0.2 -0.2 0.366
H -5.32219 0.55351 -12.52941 0.3 -0.8 0.3 0.353
H -5.49824 3.54619 -12.94659 0.3 -0.6 0.0 0.367
H -4.40891 4.55152 -12.04163 0.3 0.1 0.1 0.314
H -7.20540 3.53044 -11.18140 0.2 0.2 0.1 0.304
H -6.42573 5.20495 -11.00559 -0.8 0.2 -1.1 0.387
H -5.93040 4.10872 -10.01913 -0.2 -1.1 0.3 0.286
C 3.69303 -2.05386 -6.28813 0.9 -1.1 0.3 -0.271
C 4.87061 -3.12088 -6.23996 -2.6 -0.4 -0.4 -0.239
O 6.05180 -2.39225 -6.23061 1.6 0.1 -0.5 -0.360
S 5.92808 -0.76979 -6.55610 0.9 -3.4 -1.1 1.073
O 6.03608 -0.66281 -8.02822 -0.6 0.7 3.6 -0.519
O 6.87477 -0.11992 -5.64784 -2.8 -0.8 -2.0 -0.468
O 4.39762 -0.88565 -6.02991 0.9 4.2 0.5 -0.298
H 2.98304 -2.20945 -5.47584 0.1 0.2 0.0 0.229
H 3.13898 -1.90738 -7.21531 0.3 -0.6 -0.2 0.273
H 4.61911 -3.82695 -7.03136 1.2 0.3 -1.0 0.275
H 4.81066 -3.81748 -5.40374 0.2 0.7 0.7 0.305
C 1.98740 -7.71079 4.37918 -1.2 -0.8 -0.2 -0.197
C 2.13336 -8.79432 5.49139 -0.3 0.0 -0.6 -0.301
O 3.24833 -8.37722 6.23019 1.0 2.1 1.0 -0.334
S 3.18840 -6.72499 6.45295 -0.9 -1.9 0.3 1.073
O 4.55109 -6.26162 6.55889 -2.1 -0.3 -0.7 -0.496
O 2.21537 -6.44243 7.50691 1.7 -0.1 -2.2 -0.510
O 2.46462 -6.51918 4.92889 2.0 1.5 2.3 -0.295
H 0.96232 -7.45544 4.11065 -0.3 -0.6 0.3 0.251
H 2.45361 -7.94693 3.42263 0.7 0.0 0.3 0.264
H 2.42103 -9.79434 5.16688 -0.4 0.1 -0.4 0.277
H 1.25881 -8.83666 6.14060 -0.1 0.0 -0.1 0.267
C 4.67342 -11.03201 -4.77534 -0.5 -1.0 2.1 -0.331
C 3.37745 -11.87021 -5.02135 2.3 -0.7 -1.2 -0.282
O 2.29924 -11.06680 -4.79770 -0.8 3.4 0.6 -0.308
S 2.72300 -9.43968 -4.90769 0.0 -0.7 2.2 1.069
O 2.42025 -8.81695 -3.60848 0.9 -1.3 -3.0 -0.519
O 2.18447 -8.93425 -6.12143 0.4 0.1 0.4 -0.497
O 4.37976 -9.69586 -5.08520 -2.5 1.0 -0.8 -0.294
H 5.56350 -11.40044 -5.28534 -0.3 0.2 -0.3 0.309
H 4.86034 -11.00266 -3.70189 0.4 -0.5 0.2 0.281
H 3.26534 -12.74098 -4.37536 0.4 0.0 -0.2 0.293
H 3.42172 -12.12716 -6.07970 -0.3 -0.5 -0.1 0.279
C 3.17267 -1.72223 -0.76851 -0.7 0.2 1.3 -0.213
C 2.17814 -2.82964 -1.01899 1.3 -1.3 -1.6 -0.267
O 0.93237 -2.29631 -1.17222 -3.4 2.1 -0.7 -0.313
S 0.86435 -0.64265 -1.21459 1.1 0.8 -0.3 1.073
O -0.21166 -0.09890 -0.37869 2.4 -1.7 -1.8 -0.496
O 1.05037 -0.10652 -2.58690 -0.5 -1.7 3.4 -0.510
O 2.29396 -0.59184 -0.37456 0.2 0.0 -0.7 -0.343
H 3.92789 -1.46291 -1.51045 -0.6 0.2 -0.3 0.305
H 3.67703 -2.20345 0.06944 0.5 1.5 0.6 0.259
H 2.16710 -3.57546 -0.22416 -0.2 0.3 0.2 0.259
H 2.44360 -3.35877 -1.93421 0.0 -0.2 -0.1 0.245
C 7.99819 -8.66642 1.62106 0.9 0.2 -0.5 -0.271
C 8.89267 -7.60245 2.25200 -2.2 0.1 1.5 -0.324
O 9.58827 -7.06356 1.19306 1.0 0.8 -2.5 -0.323
S 8.68900 -6.99259 -0.21168 0.2 -0.5 0.5 1.070
O 9.43263 -7.60171 -1.29399 -0.9 1.0 1.7 -0.514
O 8.08304 -5.69005 -0.38503 0.8 -1.9 0.5 -0.490
O 7.59797 -8.05366 0.35929 0.1 0.3 -0.1 -0.312
H 7.10304 -8.99481 2.14923 0.1 0.4 0.0 0.300
H 8.66285 -9.51299 1.44887 -0.3 -0.3 -0.5 0.258
H 9.50985 -7.98238 3.06614 0.5 -0.2 -0.6 0.315
H 8.29375 -6.82094 2.71959 -0.3 0.2 0.0 0.291
C -1.97412 6.35076 -3.50085 -0.9 2.2 2.1 -0.226
C -1.48216 7.86679 -3.26274 0.1 -0.1 -0.8 -0.294
O -2.14595 8.70571 -4.22696 -1.3 -0.9 -1.3 -0.313
S -3.38852 7.91285 -4.87179 -2.3 1.1 -0.6 1.094
O -3.50555 8.20802 -6.28714 0.7 -0.7 2.2 -0.541
O -4.59454 8.08350 -4.05979 2.4 -0.4 -1.0 -0.545
O -2.80125 6.44442 -4.63785 0.2 -0.3 -1.3 -0.279
H -2.64184 6.15772 -2.66121 0.0 -0.3 0.1 0.243
H -1.23040 5.55421 -3.47880 0.1 0.4 -0.9 0.341
H -0.44634 8.02621 -3.56235 0.1 -0.2 0.9 0.240
H -1.83753 8.35094 -2.35312 0.8 -0.9 0.6 0.276
C 11.40918 2.37763 2.73297 -1.2 -1.8 0.0 -0.255
C 11.70595 0.93787 3.32806 1.7 2.6 -1.3 -0.383
O 10.76838 0.11336 2.73135 -1.6 -1.1 -1.7 -0.310
S 10.65898 0.47188 1.08914 -2.0 0.5 -1.3 1.064
O 9.28511 0.42580 0.51976 3.4 0.0 2.4 -0.505
O 11.65572 -0.26227 0.32131 -1.0 1.6 1.9 -0.512
O 10.97490 2.07370 1.36465 0.7 -1.3 -0.4 -0.307
H 12.24816 3.07344 2.74003 -0.1 -0.2 -0.2 0.293
H 10.49518 2.77034 3.17848 0.3 0.4 0.3 0.252
H 11.76470 0.92982 4.41645 -0.6 -0.4 -0.2 0.342
H 12.68137 0.69456 2.90679 0.4 -0.3 0.4 0.322
```
Positions in Å, forces in eV/Å.

- Highest occupied orbital energy: -8.277 eV
- E_LUMO: -0.25 eV
- Total energy: -6905.464392 a.u.
- 2S+1: 1
- F_max: 0.0840 Eh/bohr

---

# 2
# C3HO6

A molecular structure, C3HO6 (ωB97M-V/def2-TZVPD, OMol25).

Structure (XYZ):
```
10
Properties=species:S:1:pos:R:3:forces:R:3:nbo_charge:R:1
C -1.38454 1.32662 0.49323 0.1 3.5 1.0 1.077
C 0.79992 -0.28940 0.60299 -0.5 -1.6 -3.3 0.692
C 0.39368 -0.26115 -0.98501 1.0 1.1 -0.3 0.661
O 1.08450 -1.49940 0.89631 0.0 -1.1 -0.5 -0.732
O -1.34892 2.45005 0.77710 0.0 0.6 -0.1 -0.556
O 0.68023 0.67874 1.27194 0.9 2.0 2.2 -0.670
O 0.19462 0.76645 -1.63752 0.2 -0.8 0.7 -0.697
O -1.56607 0.23842 0.26846 -2.1 -3.6 -0.7 -0.540
O 0.39528 -1.46238 -1.42143 0.3 -1.3 1.1 -0.732
H 0.75131 -1.94794 -0.26608 0.1 1.1 -0.2 0.497
```
Positions in Å, forces in eV/Å.

- Highest occupied orbital energy: -4.942 eV
- E_LUMO: 3.85 eV
- Total energy: -566.483034 a.u.
- Total charge: -1
- 2S+1: 1
- F_max: 0.0831 Eh/bohr

---

Which of these has the lowest total energy? C44H103N5O28S7

---

Look up the highest occupied orbital energy of the first one. -8.277 eV